# 1
A structure of composition BrH4N2P at a distorted geometry, computed with ωB97M-V with the def2-TZVPD basis set.

Geometry as XYZ:
```
8
Properties=species:S:1:pos:R:3:forces:R:3
Br 0.15223 -1.87163 1.60981 -0.394 -0.116 0.850
P 0.55266 -0.83348 -0.24565 -0.483 3.676 -1.085
N 0.70823 1.28896 0.72335 -2.043 -2.190 -2.994
N -0.95462 -0.62845 -1.06588 1.963 -0.521 0.730
H 1.20405 1.04811 1.54419 1.156 0.308 0.615
H -1.03465 -1.02786 -2.01534 -0.151 0.679 1.136
H -1.65789 -0.04516 -0.63900 -0.268 -0.138 -0.427
H 1.03000 2.06951 0.08852 0.220 -1.698 1.175
```
Positions in Å, forces in eV/Å.

Calculated values
HOMO-LUMO gap (spin up / spin down)	8.9 / 8.9	eV
relative energy (zero: lowest compared OMol25 entry of this formula, charge and spin)	45.9	kcal/mol
total charge	0
E_HOMO (spin up / spin down)	-8.72 / -8.73	eV

How positive or negative is each atom? The Mulliken charges in e answer that: -0.142, 0.343, -0.656, -0.453, 0.217, 0.255, 0.249, 0.188



# 2
A structure of composition C2H15B3Be2Cl5 at a distorted geometry, computed with ωB97M-V with the def2-TZVPD basis set.

Geometry as XYZ:
```
27
Properties=species:S:1:pos:R:3:forces:R:3
Cl -2.56060 3.95503 3.22537 0.162 -0.577 -0.339
Cl 5.92168 -0.19081 2.80546 -0.238 -1.585 0.790
Cl 0.10094 4.80705 3.84896 0.134 -0.435 -0.010
Cl 5.49091 1.99217 1.16996 -0.157 0.986 -0.145
Cl -1.64084 3.75015 5.88380 0.341 -0.531 0.139
C 6.34251 1.47982 2.62749 0.337 -0.358 -0.672
C -1.12961 3.56376 4.20459 -0.284 1.354 0.084
B -6.54787 -0.73003 -1.64588 -1.094 -0.664 -0.119
B 0.90051 -2.97123 -4.57569 -0.344 -0.814 -1.246
B 0.31608 -0.61617 0.28836 -0.648 0.374 -0.462
Be 3.69857 -2.75734 -1.27095 -0.672 0.191 -0.187
Be -2.61395 -1.08715 -2.93867 -0.335 -0.082 0.121
H -0.70715 2.58334 3.98455 -0.349 0.181 0.121
H 1.84144 -3.30378 -4.98595 3.749 -0.242 -2.659
H 7.40268 1.45212 2.37573 -0.151 0.650 0.450
H -0.57642 -0.06469 0.54047 -3.893 2.102 -0.382
H 0.90322 -0.09675 -0.45306 2.833 3.364 -2.324
H -5.92200 -0.35380 -0.85154 4.553 1.358 2.441
H -7.59309 -0.61679 -1.40313 -4.534 -0.387 -0.869
H -6.27785 -0.14831 -2.51360 0.871 4.778 -2.974
H 6.04518 1.99995 3.53807 0.185 0.266 -0.458
H -6.22785 -1.74815 -1.80480 0.945 -5.109 1.401
H 0.75546 -3.48406 -3.63750 -1.810 -1.449 4.752
H 1.00212 -1.93507 -4.29236 1.453 4.502 2.237
H 0.96891 -0.75200 1.13665 3.681 -1.357 2.776
H 0.03750 -1.61594 -0.00678 -1.701 -4.775 0.014
H 0.06952 -3.11132 -5.24955 -3.034 -1.741 -2.478
```
Positions in Å, forces in eV/Å.

Calculated values
HOMO-LUMO gap	2.6	eV
relative energy (zero: lowest compared OMol25 entry of this formula, charge and spin)	300.3	kcal/mol
total charge	+1
E_HOMO	-12.48	eV

How positive or negative is each atom? The Mulliken charges in e answer that: -0.126, -0.155, -0.121, -0.149, -0.102, -0.220, 0.066, -0.138, -0.159, -0.160, 0.806, 0.871, 0.283, -0.048, 0.243, -0.058, -0.017, 0.066, 0.008, 0.009, 0.282, -0.001, -0.042, -0.026, 0.008, -0.037, -0.083



# 3
A cluster of 4 separate species, C48H87NO11S2 in total at a distorted geometry, computed with ωB97M-V with the def2-TZVPD basis set.

Geometry as XYZ:
```
149
Properties=species:S:1:pos:R:3:forces:R:3
S -0.01305 4.49947 -2.79430 0.188 0.320 -0.071
S -2.62011 3.53041 -3.62524 -0.265 0.040 -0.553
O -1.59294 -6.65004 -7.83053 -0.115 0.329 0.089
O -0.57974 -4.74975 -5.63911 0.019 0.048 0.056
O -4.04427 0.84687 3.96884 0.303 -0.123 -1.285
O 2.25153 -1.80459 4.63455 0.010 0.032 -0.053
O 3.70465 8.07911 2.75984 -0.162 -0.193 -0.235
O 5.79885 8.19301 0.36122 0.156 -0.241 0.196
O -2.44495 -6.98808 -4.75255 0.365 0.022 0.042
O 4.71956 5.52745 1.37707 0.005 0.008 -0.019
O -0.51677 -2.92249 5.36308 0.166 0.294 0.163
O -6.24734 -1.20429 0.17875 0.916 0.528 0.067
O 2.20198 -4.34798 6.30832 0.069 0.044 -0.343
N -0.65765 2.03438 -2.26383 -1.482 -0.590 0.084
C -3.79554 3.31363 -2.24757 0.680 0.204 -0.227
C -1.23568 -1.63873 -1.10347 0.392 -0.702 -0.449
C -0.13137 -0.28845 -3.05622 -0.001 0.161 0.647
C 2.32392 8.33088 2.89376 0.147 0.101 0.052
C -2.25868 -3.93013 -0.79651 0.122 -0.129 -0.274
C 4.22777 6.33930 0.31933 -0.169 -0.105 -0.046
C 3.76020 0.79367 0.64128 0.586 -0.841 0.686
C -3.48594 -0.66045 2.19933 0.440 0.317 0.460
C -1.03678 3.24770 -2.84933 0.468 0.538 0.236
C 1.91278 2.71491 1.77749 -1.080 0.458 0.158
C -2.04277 -7.81112 -3.67923 -0.137 0.001 -0.124
C 7.19464 8.35708 0.24035 -0.153 0.109 -0.017
C 1.94784 1.34212 2.41713 0.746 -0.437 -0.093
C -5.64455 3.02715 -0.23964 -1.205 1.258 -1.904
C -1.97220 -2.80250 -1.81500 0.051 -0.045 1.151
C -4.04154 0.60373 2.76953 -0.096 0.237 1.078
C -1.48705 -2.10538 5.98496 -0.019 -0.177 -0.047
C 5.28054 7.13270 -0.42528 -0.107 0.255 0.001
C -0.27206 -6.16802 -7.64556 -0.129 -0.283 0.016
C 0.03890 -1.21302 -1.83965 -0.474 -0.071 -0.096
C -4.08275 -1.23705 1.17542 -0.032 -0.011 -0.381
C 5.18905 6.17232 2.55277 0.130 -0.134 0.046
C -4.63108 1.51047 1.73100 0.820 -1.488 1.535
C 2.96138 -5.45640 5.87802 -0.125 0.033 0.134
C -0.08555 -2.43019 4.10784 -0.117 -0.278 0.110
C 5.01591 1.29834 1.39122 -0.391 0.683 -0.791
C -1.15931 0.83765 -2.96490 0.256 0.159 -0.423
C -5.29016 -0.58442 0.61462 -0.925 -0.560 -0.378
C 2.71790 0.26271 1.62223 -0.247 0.220 0.025
C -5.05764 3.63252 0.81452 0.378 0.689 0.446
C -1.99196 -4.72041 -5.49598 -0.062 0.124 -0.097
C -1.11295 -4.95607 -0.71677 -0.265 -0.036 0.702
C 2.97831 -3.18739 6.55440 -0.188 -0.107 0.184
C -5.15168 3.86902 -2.61286 -0.954 -0.269 0.196
C 4.12282 6.86949 3.37095 0.117 0.277 0.008
C 1.39510 -2.66480 3.89749 0.108 -0.037 -0.161
C 2.29464 -1.93530 6.04773 -0.043 0.137 0.062
C -2.21882 -6.15168 -8.99192 0.035 -0.175 0.048
C 0.02527 -5.91460 -6.18319 0.128 -0.018 0.092
C -6.17261 3.81434 -1.41509 0.462 -0.111 -0.088
C -4.54255 2.85036 1.81702 0.461 1.744 0.984
C -5.74917 1.67341 -0.31424 -0.900 -0.595 -1.117
C -5.24107 0.90940 0.66676 -0.006 -1.694 0.042
C 0.24796 1.63139 0.06772 -0.878 1.048 -0.599
C 0.92547 2.89910 0.58995 1.072 -0.340 0.046
C -0.95704 2.02967 -0.81087 0.727 0.122 0.166
C -2.54294 -5.61675 -4.40796 -0.228 -0.154 -0.128
C -0.06975 -4.60473 0.34914 0.080 0.065 -0.817
H 1.61079 -2.44281 2.84885 0.016 0.083 0.006
H -2.22614 -3.69043 -5.21219 0.062 -0.001 0.051
H -6.45555 4.81649 -1.11240 0.094 0.199 0.101
H 4.81807 7.57425 -1.31752 -0.013 -0.194 -0.098
H -2.86044 -7.94419 -2.96205 0.086 -0.006 0.108
H 2.06610 9.13631 2.20762 0.049 0.045 0.037
H -2.01311 -5.40769 -3.47270 0.016 -0.049 -0.001
H 1.30206 -1.81888 6.48542 -0.055 -0.213 -0.003
H -5.06821 4.90004 -2.93600 0.192 0.162 -0.121
H 3.25116 -0.34728 2.34489 0.052 -0.280 0.125
H 0.41954 -6.93441 -8.01899 0.170 0.140 0.001
H -3.20048 -4.42862 -1.01013 -0.094 -0.146 -0.194
H -3.42324 3.91541 -1.42573 0.257 -0.151 0.294
H -2.88021 -2.47413 -2.31256 -0.092 0.037 -0.149
H -2.58435 -1.08546 2.61471 -0.002 -0.014 0.395
H 2.42591 1.43106 3.38937 0.085 0.116 0.182
H -1.90681 -0.82260 -0.85254 -0.062 0.202 -0.110
H 3.11068 -3.09800 7.64056 0.155 0.147 -0.024
H 4.53963 7.11900 4.35550 -0.006 -0.212 0.066
H 4.98014 1.07350 2.45097 0.058 -0.087 0.153
H -1.23034 3.04473 -0.54386 -0.204 0.125 0.108
H 1.58813 3.40429 2.55664 0.017 0.142 0.131
H -0.37125 -0.87565 -3.94019 -0.079 -0.170 -0.042
H 0.94282 1.14227 -0.60353 0.138 -0.538 0.316
H -2.12702 0.51645 -2.57241 -0.046 -0.171 0.221
H 1.50964 3.28803 -0.24225 -0.088 0.173 -0.223
H 0.47639 -2.13439 -2.22104 0.267 -0.119 0.054
H 2.88776 -1.08409 6.39191 0.047 -0.011 -0.061
H -1.36746 1.13856 -3.98595 0.015 0.102 -0.174
H 1.65673 -3.71213 4.05576 -0.158 -0.041 0.155
H -3.80969 2.26553 -1.98235 -0.176 -0.156 0.248
H -4.98079 4.70622 0.81614 0.073 0.236 0.226
H 2.26767 -6.20410 5.49611 -0.032 -0.006 0.073
H 0.74454 -0.83443 -1.10589 0.098 0.341 -0.082
H -5.60679 3.31804 -3.43226 0.193 -0.089 -0.234
H 3.41356 6.97990 0.66065 0.124 0.173 0.050
H 0.47711 -3.72150 0.02837 0.039 0.307 0.299
H -2.46041 -2.21002 5.49304 -0.032 0.134 0.022
H 1.73031 7.44913 2.62637 -0.020 -0.009 0.058
H 7.45226 8.81092 -0.72294 0.120 -0.068 -0.007
H -2.10987 -5.06396 -9.06793 0.038 -0.004 -0.051
H 0.95320 0.95956 2.62879 -0.241 0.141 0.075
H -1.16592 -7.39828 -3.16784 -0.036 0.011 0.061
H 6.07958 6.45600 -0.74661 0.027 0.000 0.037
H 5.91097 0.88070 0.94529 0.225 -0.185 0.121
H -1.81000 -6.62637 -9.89081 -0.016 0.111 -0.072
H -0.90191 -2.04963 -0.15571 0.041 0.135 0.299
H -1.77162 -8.78228 -4.09082 -0.076 -0.009 -0.024
H 4.09351 -0.06144 0.05729 -0.166 -0.055 -0.357
H -0.56202 -4.44710 1.30390 0.114 0.116 0.198
H -0.29550 -1.35747 4.01456 0.021 0.025 0.022
H 3.96655 -3.27035 6.08946 -0.012 -0.022 -0.039
H -1.53780 -5.91440 -0.42620 -0.045 -0.257 -0.210
H 7.52029 9.01910 1.04152 -0.044 0.057 -0.031
H 5.59374 5.36592 3.16990 -0.066 -0.044 -0.017
H 5.10260 2.37560 1.26086 0.085 0.178 0.280
H -4.05910 3.33135 2.65331 0.074 -0.158 0.247
H 2.02180 -0.41932 1.13328 -0.131 0.071 -0.265
H -0.63327 -5.05950 -1.68543 0.056 -0.174 -0.177
H -1.30156 -3.26347 -2.53341 -0.024 0.255 -0.523
H 0.21879 3.69112 0.81888 -0.359 -0.088 0.170
H 6.02088 6.84144 2.32924 -0.123 0.193 -0.013
H 3.27559 6.18852 3.51009 -0.013 -0.003 -0.020
H -0.64586 -2.96918 3.32959 0.088 0.151 -0.173
H -0.11030 -5.24343 -8.21055 -0.018 0.015 0.002
H -1.82378 1.39846 -0.60071 -0.075 -0.130 -0.177
H 3.64642 -5.17946 5.06912 0.056 -0.012 0.037
H 2.89306 3.07413 1.48972 0.297 -0.169 0.023
H 1.10007 -5.73564 -6.09912 -0.014 0.076 -0.017
H 0.83198 0.18420 -3.23366 0.123 0.049 -0.270
H -3.67100 -2.13215 0.74039 -0.357 -0.268 -0.113
H -2.35576 -3.53061 0.21176 -0.214 0.191 0.088
H 3.36918 1.53982 -0.04232 -0.096 0.095 -0.099
H 3.78975 5.63663 -0.39485 0.060 -0.041 0.003
H -1.18412 -1.05259 5.97980 -0.052 0.016 -0.048
H -3.60719 -5.38693 -4.26379 0.052 0.218 0.091
H -1.57794 -2.42953 7.02040 -0.022 -0.074 -0.028
H 0.68059 -5.38284 0.44396 0.003 -0.260 0.139
H -2.48999 -4.89967 -6.45001 -0.016 -0.215 0.021
H -0.14681 0.98716 0.84664 0.355 -0.252 0.194
H -3.28038 -6.38404 -8.92151 0.019 -0.076 0.003
H 7.71873 7.40138 0.35109 0.024 0.001 -0.065
H -6.23154 1.23412 -1.17385 -0.101 -0.235 -0.066
H 3.52725 -5.88857 6.71056 0.103 -0.039 -0.082
H -7.08475 3.32515 -1.73904 -0.161 0.007 -0.194
H -0.19463 -6.79324 -5.57523 -0.173 -0.073 -0.122
H 2.08042 8.64276 3.91569 -0.120 -0.061 -0.004
```
Positions in Å, forces in eV/Å.

Calculated values
SMILES	CCCCCCCCN(CCCCCCCC)C(=S)SCCCc1ccc2c(c1)C(=O)C=CC2=O.COCCOCCOC.COCCOCCOC.COCCOCCOC
HOMO-LUMO gap	7.2	eV
total charge	0
E_HOMO	-8.16	eV

Atomic partial charges in e from the Mulliken method, atoms 1 to 99: -0.193, -0.225, -0.286, -0.416, -0.594, -0.321, -0.283, -0.272, -0.331, -0.366, -0.354, -0.594, -0.300, 0.428, 0.035, 1.495, -1.785, -0.733, -0.529, -0.181, -0.658, -0.129, 0.092, -0.449, -0.731, -0.812, -0.785, 0.994, -0.840, -0.413, -0.727, -0.733, -0.564, -0.629, -0.325, -0.348, 0.921, -0.805, -0.062, -1.100, -0.701, -0.527, 0.404, -0.509, -0.557, -0.534, -0.574, -0.790, -0.546, -0.232, -0.410, -0.803, -0.355, -1.620, -1.090, -0.412, 0.385, 0.546, -1.335, -0.089, 0.313, -1.413, 0.282, 0.513, 0.442, 0.371, 0.319, 0.234, -0.469, 0.117, 0.421, 0.611, 0.407, 0.415, 0.226, 0.581, 0.714, 0.536, -0.545, 0.402, 0.405, 0.279, 0.769, 0.520, 0.558, -0.193, 0.205, 0.149, 0.845, 0.424, 0.687, 0.133, -0.031, 0.458, 0.234, -0.061, 0.439, 0.162, 0.183



no.,E_tot (Eh)
1,-3027.24685
2,-2488.89476
3,-3559.63925